No. 1
Computed, not measured: a molecular structure, C57H46Br2N5O3P2PbTe at a distorted geometry, with ωB97M-V with the def2-TZVPD basis set.

Last column: Mulliken charge in e.
Atoms and positions in Å:
Pb: -1.16 -1.00 0.98  1.71
C: -4.64 -0.53 4.27  -0.53
O: -3.48 -1.13 4.84  -0.50
C: -2.63 -1.40 3.80  -0.04
N: -2.97 -0.88 2.65  0.51
C: -4.25 -0.20 2.81  0.87
C: -5.31 -0.60 1.79  0.10
C: -6.66 -0.52 2.13  -0.67
C: -7.65 -0.83 1.21  -0.78
C: -7.30 -1.19 -0.09  -0.53
C: -5.96 -1.23 -0.44  -0.93
C: -4.97 -0.96 0.49  0.13
C: -1.54 -2.27 3.96  -0.51
C: -1.20 -2.89 5.15  -0.42
C: -0.12 -3.75 5.21  -1.16
C: 0.68 -3.91 4.06  -0.50
C: 0.37 -3.24 2.90  -0.30
N: -0.84 -2.54 2.75  0.47
C: 1.21 -3.28 1.74  -0.09
N: 1.17 -2.44 0.75  0.70
C: 2.25 -2.86 -0.20  0.40
C: 2.50 -4.30 0.26  -0.79
O: 2.10 -4.30 1.62  -0.44
C: 1.97 -2.67 -1.69  0.90
C: 3.25 -2.41 -3.47  -0.74
C: 2.84 -2.21 -4.89  -0.81
C: 1.64 -1.74 -5.21  -0.98
C: 0.62 -1.43 -4.16  -0.45
C: 0.58 -2.20 -2.11  -0.55
H: -4.92 0.34 4.86  0.30
H: -5.45 -1.27 4.30  0.35
H: -4.10 0.88 2.70  -0.22
H: -6.95 -0.19 3.12  0.45
H: -8.69 -0.79 1.49  0.37
H: -8.06 -1.42 -0.82  0.39
H: -5.67 -1.46 -1.46  0.46
H: -3.94 -1.02 0.20  0.13
H: -1.78 -2.65 6.03  0.52
H: 0.16 -4.24 6.13  0.36
H: 1.58 -4.51 4.08  0.52
H: 3.14 -2.25 0.02  -0.02
H: 3.54 -4.61 0.22  0.27
H: 1.87 -4.99 -0.31  0.44
H: 4.34 -2.39 -3.40  0.51
H: 3.56 -2.45 -5.67  0.40
H: 1.35 -1.58 -6.25  0.40
H: -0.16 -0.78 -4.55  0.83
H: -0.16 -2.13 -1.32  -0.52
Br: -4.34 1.64 -2.76  -0.26
C: -3.88 2.35 -1.06  0.16
C: -4.49 3.51 -0.61  -0.24
C: -4.17 4.01 0.63  0.10
Br: -5.06 5.59 1.23  -0.31
C: -3.21 3.38 1.45  1.22
C: -2.83 3.83 2.73  -1.15
C: -1.85 3.18 3.43  -1.21
C: -1.24 2.06 2.85  -0.47
N: -1.59 1.60 1.67  0.50
C: -2.56 2.21 0.95  -0.80
C: -2.92 1.61 -0.33  0.43
O: -2.40 0.55 -0.77  -0.54
H: -5.21 4.02 -1.24  0.46
H: -3.32 4.70 3.14  0.32
H: -1.54 3.52 4.41  0.49
H: -0.45 1.53 3.37  0.42
C: 3.27 2.05 -2.00  -1.39
N: 2.22 1.32 -1.32  0.17
P: 0.72 0.72 -2.03  2.49
C: 0.71 1.78 -3.53  -0.16
C: 1.46 1.52 -4.68  0.11
C: 1.40 2.38 -5.76  -0.82
C: 0.59 3.51 -5.72  -0.66
C: -0.13 3.79 -4.58  -0.80
C: -0.07 2.93 -3.49  -0.57
C: 1.20 -0.93 -2.80  -0.32
C: 0.02 -2.70 -3.45  -0.36
C: 0.51 -4.06 -3.85  -0.94
C: 1.71 -4.50 -3.48  -1.11
C: 2.65 -3.64 -2.70  -0.37
C: 2.59 -1.46 -2.44  -0.74
P: 2.17 0.92 0.34  0.58
C: 3.87 0.41 0.88  0.88
C: 3.86 -0.45 1.97  -0.71
C: 5.04 -0.86 2.58  -0.62
C: 6.26 -0.42 2.09  -0.72
C: 6.28 0.43 0.99  -0.65
C: 5.10 0.85 0.39  -0.37
C: 2.21 2.59 1.13  0.77
C: 2.67 2.76 2.44  -0.82
C: 2.58 3.99 3.06  -0.64
C: 2.01 5.07 2.41  -0.58
C: 1.50 4.90 1.13  -0.67
C: 1.59 3.67 0.50  -0.37
H: 2.85 2.60 -2.85  0.38
H: 4.05 1.39 -2.39  0.18
H: 3.71 2.78 -1.33  0.51
H: 2.10 0.65 -4.72  0.40
H: 1.99 2.17 -6.65  0.44
H: 0.54 4.17 -6.58  0.37
H: -0.76 4.67 -4.53  0.44
H: -0.63 3.15 -2.59  0.44
H: -1.07 -2.67 -3.48  0.56
H: -0.16 -4.70 -4.40  0.46
H: 2.03 -5.51 -3.73  0.38
H: 3.44 -4.23 -2.24  0.77
H: 3.27 -0.77 -1.95  0.52
H: 2.90 -0.80 2.35  0.46
H: 5.01 -1.54 3.42  0.45
H: 7.18 -0.72 2.56  0.36
H: 7.23 0.79 0.61  0.40
H: 5.16 1.52 -0.45  0.29
H: 3.12 1.92 2.96  0.37
H: 2.96 4.10 4.07  0.42
H: 1.95 6.03 2.90  0.37
H: 1.02 5.73 0.62  0.43
H: 1.18 3.53 -0.49  0.23
Te: -2.12 -3.66 1.22  -0.37

Properties
net charge	-1
lowest unoccupied orbital energy	0.07972	Eh
highest occupied orbital energy	-3.06	eV
multiplicity	1
electronic energy	-244652.0365	eV
HOMO-LUMO gap	5.23	eV

---

No. 2
Computed, not measured: a molecular structure, C57H46CoN4O6S, with ωB97M-V with the def2-TZVPD basis set.

Last column: Mulliken spin population.
Atoms and positions in Å:
Co: 0.11 -1.24 -0.14  0.98
O: 3.43 -6.83 -2.10  0.00
C: 2.19 -6.76 -1.98  0.00
O: 1.31 -7.63 -2.13  0.00
C: 1.66 -5.39 -1.50  -0.01
C: 2.54 -4.35 -1.24  0.00
C: 2.05 -3.11 -0.88  0.02
N: 0.74 -2.90 -0.78  -0.01
C: -0.12 -3.91 -0.92  0.05
C: 0.31 -5.17 -1.30  0.00
C: -1.52 -3.50 -0.64  0.00
C: -2.62 -4.31 -0.81  0.00
C: -3.88 -3.78 -0.58  0.00
C: -3.99 -2.45 -0.24  0.00
C: -2.84 -1.70 -0.09  -0.01
N: -1.63 -2.22 -0.25  -0.05
C: 2.90 -1.92 -0.43  0.01
C: 5.25 -0.86 -1.15  0.00
C: 4.95 0.49 -0.60  -0.01
C: 3.77 1.02 -0.31  0.00
C: 2.41 0.45 -0.37  0.00
N: 1.99 -0.74 -0.44  -0.03
H: 3.60 -4.56 -1.32  0.00
H: -0.38 -5.99 -1.46  0.00
H: -2.48 -5.34 -1.10  0.00
H: -4.76 -4.40 -0.69  0.00
H: -4.96 -1.98 -0.07  0.00
H: -2.86 -0.65 0.17  0.00
H: 5.98 -1.36 -0.51  0.00
H: 5.82 1.13 -0.45  0.00
H: 3.77 2.05 0.03  0.00
H: 1.62 1.18 -0.29  0.00
C: 4.05 -1.76 -1.43  0.00
C: 3.15 -2.14 1.08  -0.01
C: 4.37 -2.02 1.76  0.00
C: 4.36 -2.09 3.12  0.00
C: 3.15 -2.29 3.83  0.00
C: 3.09 -2.34 5.24  0.00
C: 1.87 -2.56 5.83  0.00
C: 0.71 -2.77 5.07  0.00
C: 0.69 -2.77 3.68  -0.01
S: -0.73 -3.13 2.78  0.00
C: 1.97 -2.46 3.05  0.02
N: 2.02 -2.35 1.71  0.00
H: 5.78 -0.72 -2.09  0.00
H: 3.57 -1.40 -2.34  0.00
H: 4.44 -2.75 -1.68  0.00
H: 5.31 -1.87 1.24  0.00
H: 5.28 -1.98 3.69  0.00
H: 4.00 -2.20 5.82  0.00
H: 1.80 -2.58 6.91  0.00
H: -0.23 -2.97 5.58  0.00
C: -3.43 4.66 0.02  0.00
C: -2.11 4.17 -0.55  0.00
C: -1.33 5.30 -1.19  0.00
O: -2.36 3.15 -1.49  0.00
C: -1.86 1.88 -1.02  0.00
C: -0.90 2.28 0.10  0.00
O: -1.35 3.59 0.49  0.00
C: -0.76 1.39 1.36  -0.01
O: -0.20 0.19 1.07  0.01
C: 0.22 2.07 2.37  0.01
C: 0.19 1.73 3.72  0.00
C: 1.17 2.16 4.60  0.00
C: 2.20 2.99 4.16  0.00
C: 2.23 3.36 2.82  0.00
C: 1.25 2.91 1.95  0.00
C: -2.11 1.17 2.09  0.00
C: -2.39 -0.12 2.53  0.01
C: -3.55 -0.40 3.25  0.00
C: -4.46 0.61 3.53  0.00
C: -4.18 1.91 3.12  0.00
C: -3.01 2.19 2.43  0.00
C: -1.29 1.05 -2.21  0.02
O: -0.97 -0.19 -1.78  0.02
C: -2.42 0.88 -3.28  0.00
C: -2.14 0.83 -4.64  0.00
C: -3.12 0.51 -5.58  0.00
C: -4.41 0.24 -5.18  0.00
C: -4.72 0.29 -3.82  0.00
C: -3.73 0.60 -2.89  0.00
C: -0.09 1.75 -2.89  -0.01
C: -0.11 3.06 -3.40  0.00
C: 1.01 3.59 -4.02  0.00
C: 2.16 2.83 -4.19  0.00
C: 2.17 1.52 -3.73  0.00
C: 1.05 0.99 -3.10  0.00
H: -3.98 5.21 -0.75  0.00
H: -3.25 5.32 0.88  0.00
H: -4.04 3.81 0.34  0.00
H: -1.85 5.67 -2.07  0.00
H: -0.34 4.95 -1.47  0.00
H: -1.22 6.12 -0.47  0.00
H: -2.69 1.32 -0.59  0.00
H: 0.10 2.37 -0.35  0.00
H: -0.58 1.06 4.08  0.00
H: 1.13 1.85 5.63  0.00
H: 2.97 3.32 4.85  0.00
H: 3.02 4.01 2.46  0.00
H: 1.31 3.24 0.92  0.00
H: -1.67 -0.91 2.34  -0.01
H: -3.73 -1.42 3.58  0.00
H: -5.37 0.39 4.07  0.00
H: -4.87 2.71 3.36  0.00
H: -2.78 3.21 2.17  0.00
H: -1.13 1.04 -4.99  0.00
H: -2.85 0.48 -6.63  0.00
H: -5.18 -0.01 -5.90  0.00
H: -5.72 0.07 -3.48  0.00
H: -4.01 0.61 -1.85  0.00
H: -1.01 3.64 -3.32  0.00
H: 0.98 4.61 -4.40  0.00
H: 3.04 3.25 -4.67  0.00
H: 3.05 0.90 -3.88  0.00
H: 1.02 -0.03 -2.75  0.00

Properties
net charge	-2
lowest unoccupied orbital energy (spin up / spin down)	0.14299 / 0.14299	Eh
highest occupied orbital energy (spin up / spin down)	-1.68 / -1.69	eV
<S²>	0.763
multiplicity	2
electronic energy	-126566.5180	eV
HOMO-LUMO gap (spin up / spin down)	5.57 / 5.58	eV

---

No. 3
Computed, not measured: a molecular structure, C57H47BrCrN2OP2S at a distorted geometry, with ωB97M-V with the def2-TZVPD basis set.

Last column: Mulliken spin population.
Atoms and positions in Å:
Cr: 0.14 -1.39 0.13  3.48
O: -1.79 -1.35 -0.84  -0.03
S: -2.58 -0.23 -1.58  -0.01
C: -3.66 0.40 -0.27  0.00
C: -5.03 0.16 -0.46  0.00
C: -6.04 0.76 0.33  0.00
C: -5.64 1.68 1.30  0.00
C: -6.45 2.66 2.19  0.00
C: -5.38 3.68 2.70  0.00
C: -4.07 3.09 2.32  0.00
C: -2.71 3.39 2.63  -0.01
C: -1.72 2.44 2.31  -0.01
C: -1.91 1.43 1.33  0.00
P: -0.24 0.72 1.08  -0.08
C: 0.43 -0.22 2.65  -0.16
C: -0.60 -2.43 3.34  0.01
C: 0.40 -3.08 4.07  0.00
C: 1.28 -2.24 5.01  0.00
C: 2.34 -0.01 4.12  0.01
C: 1.44 0.63 3.38  -0.01
C: 0.77 2.17 0.73  -0.05
C: 0.36 3.49 0.59  -0.01
C: 1.33 4.50 0.49  0.00
C: 2.69 4.16 0.62  -0.01
C: 3.07 2.87 0.69  0.01
C: 2.11 1.82 0.63  0.08
C: -3.24 1.21 0.84  0.01
C: -4.30 1.94 1.50  -0.01
C: -1.64 1.23 -2.22  0.01
C: -2.19 2.49 -1.99  0.00
C: -1.69 3.73 -2.48  0.00
C: -0.62 3.69 -3.35  0.00
C: 0.01 4.74 -4.18  0.00
C: 0.96 3.99 -5.14  0.00
C: 0.94 2.60 -4.65  0.00
C: 1.48 1.40 -5.13  0.00
C: 1.35 0.25 -4.38  -0.01
C: 0.47 0.11 -3.26  0.00
P: 1.10 -1.14 -2.12  -0.22
C: 1.12 -2.63 -3.22  -0.02
C: -0.17 -2.98 -3.82  -0.02
C: -0.38 -4.19 -4.50  0.01
C: 0.69 -5.12 -4.60  -0.02
C: 1.93 -4.71 -4.09  0.01
C: 2.17 -3.48 -3.51  -0.02
C: 2.89 -0.85 -1.84  -0.08
C: 3.47 0.41 -2.09  -0.01
C: 4.86 0.56 -1.99  0.00
C: 5.68 -0.55 -1.73  -0.01
C: 5.08 -1.78 -1.41  0.01
C: 3.70 -1.89 -1.42  0.04
C: -0.38 1.20 -2.95  0.00
C: 0.02 2.43 -3.59  0.01
H: -5.29 -0.32 -1.38  0.00
H: -7.11 0.58 0.16  0.00
H: -6.94 2.19 3.04  0.00
H: -7.33 3.14 1.58  0.00
H: -5.56 3.71 3.83  0.00
H: -5.47 4.70 2.33  0.00
H: -2.54 4.27 3.22  0.00
H: -0.78 2.43 2.92  0.00
H: -0.93 -2.97 2.43  0.01
H: 0.53 -4.13 3.91  0.00
H: 1.74 -2.85 5.82  0.00
H: 3.04 0.50 4.82  0.00
H: 1.48 1.70 3.46  0.00
H: -0.60 3.85 0.74  0.00
H: 0.96 5.49 0.36  0.00
H: 3.33 5.00 0.78  0.00
H: 4.17 2.76 0.69  0.00
H: 2.43 0.82 0.82  0.03
H: -3.13 2.60 -1.49  0.00
H: -2.21 4.64 -2.21  0.00
H: 0.55 5.43 -3.53  0.00
H: -0.76 5.35 -4.66  0.00
H: 2.01 4.41 -5.12  0.00
H: 0.56 4.04 -6.17  0.00
H: 1.96 1.43 -6.09  0.00
H: 1.84 -0.72 -4.67  0.00
H: -0.98 -2.26 -3.86  0.00
H: -1.33 -4.41 -4.91  0.00
H: 0.55 -6.02 -5.12  0.00
H: 2.80 -5.38 -3.96  0.00
H: 3.18 -3.16 -3.36  0.00
H: 2.80 1.27 -2.18  0.00
H: 5.40 1.49 -2.17  0.00
H: 6.78 -0.47 -1.70  0.00
H: 5.71 -2.60 -1.06  0.00
H: 3.27 -2.82 -0.99  0.01
C: -1.46 0.53 5.61  0.00
C: -0.60 -0.55 4.99  0.00
C: 0.43 -1.16 5.66  0.00
C: 2.32 -1.50 4.13  0.00
C: 2.06 -1.93 2.65  0.05
Br: 2.88 -3.59 2.16  0.00
N: 1.33 -1.19 1.92  -0.05
C: -0.74 -0.90 3.54  0.05
H: -0.96 1.25 6.22  0.00
H: -2.26 0.15 6.33  0.00
H: -2.11 1.04 4.91  0.00
H: 0.94 -0.70 6.55  0.00
H: 3.33 -1.87 4.35  0.00
H: -1.72 -0.47 3.22  0.00
C: 0.60 -7.01 -0.05  0.00
C: -0.46 -5.91 -0.07  0.00
C: -0.03 -4.47 -0.10  0.15
N: 0.14 -3.32 -0.23  -0.14
H: 0.12 -8.02 -0.14  0.00
H: 1.22 -6.97 0.90  0.00
H: 1.33 -6.87 -0.86  0.00
H: -1.16 -5.95 0.78  0.00
H: -1.19 -6.03 -0.91  0.00

Properties
net charge	+3
lowest unoccupied orbital energy (spin up / spin down)	-0.35673 / -0.30124	Eh
highest occupied orbital energy (spin up / spin down)	-14.96 / -14.98	eV
<S²>	3.955
multiplicity	4
electronic energy	-192747.6797	eV
HOMO-LUMO gap (spin up / spin down)	5.26 / 6.79	eV

---

No. 4
Computed, not measured: a molecular structure, C57H48Br9N9O18 at a distorted geometry, with ωB97M-V with the def2-TZVPD basis set.

Last column: Mulliken charge in e.
Atoms and positions in Å:
C: 12.31 -14.10 -26.04  -0.46
Br: 10.45 -13.51 -26.09  -0.05
Br: 12.54 -15.84 -26.95  -0.06
Br: 12.93 -14.13 -24.18  0.05
H: 12.89 -13.32 -26.51  0.49
C: 14.84 -15.65 -18.52  -0.23
Br: 15.54 -15.37 -16.73  -0.03
Br: 16.29 -15.89 -19.82  -0.01
Br: 13.78 -14.08 -19.05  0.12
H: 14.17 -16.50 -18.54  0.25
C: 4.42 -16.01 -19.65  1.26
Br: 2.72 -15.83 -20.55  -0.03
Br: 4.95 -17.87 -19.51  -0.07
Br: 4.34 -15.28 -17.82  -0.12
H: 5.15 -15.36 -20.10  -1.01
C: 10.98 -13.60 -20.97  -0.69
C: 10.23 -14.42 -21.81  -0.13
C: 8.84 -14.35 -21.73  -0.91
C: 8.21 -13.50 -20.85  0.13
C: 8.96 -12.62 -20.10  0.41
C: 10.33 -12.61 -20.23  -1.12
N: 6.75 -13.45 -20.79  0.85
O: 6.13 -14.39 -21.25  -0.72
O: 6.21 -12.50 -20.25  -0.21
H: 12.06 -13.53 -21.02  0.93
H: 10.70 -15.09 -22.51  0.19
H: 8.32 -15.02 -22.41  0.70
H: 8.53 -11.89 -19.43  -0.13
H: 10.95 -11.89 -19.73  0.38
C: 7.34 -9.25 -20.97  0.55
C: 6.18 -8.62 -21.41  -0.91
C: 6.28 -7.81 -22.52  -0.72
C: 7.40 -7.85 -23.35  -0.32
C: 8.56 -8.45 -22.87  -0.35
C: 8.52 -9.18 -21.68  -0.07
N: 7.34 -7.47 -24.73  0.98
O: 8.37 -7.47 -25.40  -0.61
O: 6.27 -7.09 -25.17  -0.60
H: 7.43 -9.75 -20.01  0.14
H: 5.25 -8.71 -20.86  0.53
H: 5.39 -7.25 -22.78  0.40
H: 9.46 -8.48 -23.47  0.47
H: 9.38 -9.65 -21.24  0.49
C: 13.74 -16.84 -21.95  -0.74
C: 14.30 -17.85 -22.73  -0.83
C: 14.05 -19.18 -22.44  -0.60
C: 13.17 -19.45 -21.40  0.08
C: 12.62 -18.49 -20.58  -0.65
C: 12.96 -17.16 -20.85  -0.66
N: 12.82 -20.87 -21.13  1.20
O: 13.17 -21.70 -21.95  -0.67
O: 12.19 -21.13 -20.11  -0.58
H: 14.00 -15.81 -22.17  0.90
H: 14.91 -17.59 -23.59  0.51
H: 14.45 -20.00 -23.02  0.47
H: 11.98 -18.74 -19.75  0.53
H: 12.62 -16.33 -20.24  0.98
C: 6.06 -17.82 -23.62  -1.28
C: 6.64 -19.03 -24.00  -0.62
C: 7.72 -19.51 -23.26  -0.34
C: 8.23 -18.77 -22.20  -0.35
C: 7.70 -17.52 -21.89  0.28
C: 6.71 -17.02 -22.69  -0.01
N: 9.31 -19.29 -21.38  1.19
O: 9.88 -20.29 -21.77  -0.60
O: 9.63 -18.66 -20.39  -0.68
H: 5.13 -17.48 -24.06  0.50
H: 6.25 -19.57 -24.85  0.45
H: 8.21 -20.39 -23.65  0.51
H: 8.11 -16.89 -21.10  0.71
H: 6.19 -16.09 -22.52  0.41
C: 6.12 -11.48 -17.27  -0.46
C: 5.91 -11.92 -15.96  -1.03
C: 4.78 -11.50 -15.25  -0.63
C: 3.85 -10.73 -15.91  -0.01
C: 4.05 -10.29 -17.20  -0.63
C: 5.18 -10.67 -17.92  0.51
N: 2.59 -10.39 -15.24  1.00
O: 1.97 -9.41 -15.60  -0.60
O: 2.25 -11.13 -14.34  -0.59
H: 7.04 -11.83 -17.72  0.53
H: 6.65 -12.50 -15.42  0.47
H: 4.59 -11.93 -14.28  0.50
H: 3.30 -9.73 -17.75  0.48
H: 5.27 -10.25 -18.91  0.38
C: 13.49 -7.94 -26.24  -0.56
C: 14.29 -8.60 -25.29  -0.43
C: 13.73 -9.41 -24.32  -0.46
C: 12.36 -9.68 -24.34  0.18
C: 11.59 -9.09 -25.33  -0.23
C: 12.12 -8.16 -26.19  -0.63
N: 11.78 -10.41 -23.22  1.35
O: 10.60 -10.68 -23.33  -0.61
O: 12.45 -10.72 -22.27  -0.61
H: 13.85 -7.36 -27.08  0.39
H: 15.37 -8.52 -25.31  0.39
H: 14.35 -9.78 -23.53  0.45
H: 10.53 -9.33 -25.32  0.47
H: 11.47 -7.64 -26.89  0.42
C: 7.07 -7.52 -17.18  -0.56
C: 7.84 -6.94 -18.17  -0.40
C: 9.04 -7.51 -18.55  -0.25
C: 9.47 -8.69 -17.98  -0.17
C: 8.69 -9.33 -17.02  -0.23
C: 7.56 -8.67 -16.57  -0.50
N: 10.71 -9.35 -18.42  1.08
O: 11.19 -8.97 -19.47  -0.59
O: 11.19 -10.21 -17.70  -0.63
H: 6.15 -7.04 -16.86  0.44
H: 7.42 -6.11 -18.73  0.42
H: 9.61 -7.11 -19.38  0.36
H: 9.09 -10.22 -16.56  0.59
H: 7.03 -9.11 -15.73  0.44
C: 10.78 -20.69 -25.63  -0.90
C: 11.33 -19.80 -24.70  0.19
C: 10.90 -18.50 -24.59  0.16
C: 9.82 -18.12 -25.41  -0.23
C: 9.25 -18.97 -26.35  -0.68
C: 9.75 -20.26 -26.45  -0.71
N: 9.27 -16.80 -25.18  0.78
O: 9.39 -16.32 -24.06  -0.03
O: 8.79 -16.18 -26.11  -0.64
H: 11.13 -21.69 -25.81  0.45
H: 12.12 -20.17 -24.05  0.24
H: 11.41 -17.78 -23.97  0.40
H: 8.36 -18.56 -26.82  0.54
H: 9.39 -20.93 -27.22  0.43
C: 1.10 -12.40 -19.80  -1.11
C: 2.48 -12.39 -19.83  -0.22
C: 3.14 -11.76 -20.86  0.43
C: 2.42 -11.04 -21.80  -0.16
C: 1.04 -10.99 -21.73  -0.50
C: 0.36 -11.69 -20.73  -0.51
N: 3.14 -10.33 -22.85  1.02
O: 2.49 -9.97 -23.82  -0.62
O: 4.32 -10.10 -22.72  -0.55
H: 0.61 -13.06 -19.08  0.47
H: 2.98 -13.03 -19.12  0.53
H: 4.22 -11.83 -20.92  0.44
H: 0.49 -10.39 -22.44  0.48
H: -0.71 -11.73 -20.81  0.39

Properties
lowest unoccupied orbital energy	-0.04006	Eh
highest occupied orbital energy	-9.73	eV
multiplicity	1
electronic energy	-740509.8362	eV
HOMO-LUMO gap	8.64	eV